[1]
H80O40 | ωB97M-V/def2-TZVPD

spin multiplicity: 1
gap between HOMO and LUMO: 9.720 eV
HOMO: -10.4 eV
strongest force on any atom: 2.8 eV/A
charge: 0

```
120
Properties=species:S:1:pos:R:3:mulliken_charge:R:1
H -2.05975 1.95835 -5.41176 0.300
H -1.94778 0.53998 -6.10603 0.305
O -1.80522 1.48218 -6.20041 -0.632
H -2.04297 -4.46375 0.54142 0.246
H -3.48791 -4.07258 0.66855 0.281
O -2.76797 -4.09256 0.02788 -0.578
H 4.79941 -0.24848 1.53752 0.174
H 5.38317 0.39501 2.66769 0.391
O 5.68738 -0.06545 1.87066 -0.640
H 0.76332 0.97870 3.54630 0.524
H 1.08782 -0.41822 3.15782 0.104
O 1.48049 0.27719 3.69453 -0.580
H -1.15226 0.20982 -2.21160 -0.233
H 0.38589 0.04289 -1.73631 -0.239
O -0.52286 0.25438 -1.49951 0.696
H -3.72148 -0.05674 3.75809 0.299
O -3.36613 0.13522 4.62797 -0.584
H -4.67894 1.95497 -1.20519 0.282
O -5.21143 1.19986 -0.91626 -0.629
H -2.30636 3.88072 -0.91822 0.354
H -2.55701 2.73380 -1.87982 -0.063
O -2.55572 2.96831 -0.95379 -0.017
H -3.14071 -4.50665 -2.15407 0.305
H -4.48830 -4.73542 -2.94469 0.266
O -3.55044 -4.58208 -3.02116 -0.584
H 0.96491 -0.93872 0.17122 -0.392
H 2.15614 -1.67269 0.65626 -0.212
O 1.60951 -0.91629 0.89006 1.105
H 2.60645 -0.61575 4.69327 0.322
H 2.87645 -1.76237 5.67944 0.274
O 3.19981 -1.37415 4.87211 -0.592
H 4.00805 -3.52673 4.65259 0.269
O 4.00576 -3.62466 3.70063 -0.678
H 5.26693 2.89918 -0.53404 0.282
H 5.56148 1.91506 0.74810 0.336
O 5.61927 2.07737 -0.19626 -0.608
H 1.90378 -1.21752 -3.64977 0.194
H 0.51401 -0.68628 -4.08744 0.226
O 0.98181 -1.22828 -3.44108 -0.465
H 3.04313 1.06563 1.79530 0.309
H 3.20783 1.93130 3.02404 0.244
O 3.61594 1.75323 2.16721 -0.582
H -0.09601 -3.08592 -3.33095 0.204
H 0.41601 -4.47582 -3.02530 0.329
O -0.18882 -3.80568 -2.69149 -0.618
H -2.03746 -2.47042 4.05594 0.327
H -1.79182 -4.03380 4.01625 0.235
O -2.38852 -3.33921 4.26795 -0.601
H 4.55953 -3.55552 0.49261 0.251
H 3.09321 -3.63219 0.02994 0.189
O 3.72639 -3.08099 0.51031 -0.526
H 1.12398 3.80364 0.44829 0.240
O 0.41425 4.03681 -0.17341 -0.478
H -1.68842 -1.72581 -0.30670 0.136
H -0.78815 -2.80013 0.35082 -0.105
O -0.96394 -1.86243 0.30575 -0.165
H 0.39257 1.74428 -1.98074 0.192
O 0.58928 2.11896 -2.87348 -0.526
H -0.64558 1.46756 2.50649 0.291
H -1.18823 1.62380 3.94376 0.330
O -0.47602 1.92956 3.36050 -0.628
H 0.53331 -4.50850 -1.17050 0.289
H 1.44584 -3.27214 -1.15835 0.252
O 1.16520 -4.01726 -0.62168 -0.627
H -3.49724 3.05732 3.28325 0.424
H -2.72199 3.95536 4.41541 0.258
O -3.42765 3.34305 4.21602 -0.638
H -3.08629 2.41480 -3.59893 0.227
H -4.59536 3.05528 -3.76946 0.264
O -3.99615 2.33584 -3.84962 -0.573
H 1.89286 -4.47507 2.69052 0.476
H 2.16984 -3.27892 2.17741 -0.341
O 1.39350 -3.63568 2.65015 0.139
H 4.34406 -0.07223 -3.37938 0.308
H 5.09211 -0.58828 -4.68740 0.265
O 4.28481 -0.55089 -4.19879 -0.616
H 0.58238 -5.58731 2.10417 0.282
H -0.71362 -6.18476 2.37260 0.289
O 0.18924 -6.45025 2.16143 -0.612
H -2.39465 2.09770 1.16595 0.067
H -3.83747 2.36105 1.25828 0.283
O -3.08097 2.24385 1.85126 -0.572
H 3.19293 -0.10880 -0.84179 0.205
H 4.76199 0.27029 -0.95915 0.229
O 3.90448 0.21255 -1.38907 -0.611
H 2.92418 1.54840 -0.50726 0.108
H 2.84045 2.63305 0.41363 0.342
O 2.22761 2.05983 -0.05200 -0.269
H -1.04455 3.03934 -3.13318 0.381
O -1.45793 3.82403 -3.50978 -0.603
H -4.17070 0.14999 -4.72496 0.275
H -3.46271 -1.20523 -4.99459 0.237
O -3.57807 -0.50520 -4.33922 -0.522
H -0.12356 3.43359 0.36326 0.062
H -4.12532 0.38558 5.16154 0.273
H 0.64559 2.97927 -2.40315 0.377
H -5.24350 0.81760 -1.80345 0.326
H 3.74751 -2.76298 3.36932 0.322
H -0.97686 4.58415 -3.82840 0.256
O -0.13036 5.18728 3.79026 -0.625
H -0.53990 4.34069 3.50827 0.209
H 0.59216 4.96545 3.18638 0.331
O -1.28571 0.62680 1.06215 0.425
H -0.81367 0.48703 0.23322 -0.266
H -1.35023 -0.19807 1.51936 0.090
O 1.86992 1.08459 -5.60234 -0.667
H 1.36651 1.68217 -5.04091 0.308
H 2.43962 0.53445 -5.06213 0.305
O -2.04386 5.22619 1.23534 -0.472
H -1.39983 5.82032 1.62547 0.278
H -2.91730 5.60220 1.14061 0.264
O -1.55886 6.07038 -1.22288 -0.652
H -1.77609 5.13865 -1.20695 0.113
H -0.78035 6.08891 -0.65957 0.317
O -1.99601 -2.69232 -4.90308 -0.552
H -1.55340 -2.86653 -4.08811 0.346
H -2.31014 -3.56110 -5.17313 0.231
O 0.61910 -4.10198 5.13547 -0.646
H -0.26352 -4.12005 5.50977 0.333
H 0.60084 -3.61795 4.29092 0.235
```

[2]
H80O40 | ωB97M-V/def2-TZVPD

spin multiplicity: 1
gap between HOMO and LUMO: 9.674 eV
HOMO: -10.3 eV
strongest force on any atom: 9.4 eV/A
charge: 0

```
120
Properties=species:S:1:pos:R:3:mulliken_charge:R:1
H -2.70974 -4.04870 2.80649 0.289
H -3.98711 -3.96259 3.53167 0.272
O -3.13812 -4.19543 3.68516 -0.568
H -0.82462 4.82943 -0.69286 0.236
H -1.23677 5.29255 0.62848 0.281
O -0.47797 5.06722 0.21463 -0.475
H -0.17739 -1.46333 2.18504 -0.054
H 0.47525 -1.62539 3.46040 0.536
O -0.34639 -1.21039 3.06970 -0.563
H -6.82340 -0.36365 1.10073 0.268
H -5.92794 0.90142 0.56787 0.323
O -6.17636 -0.15566 0.51166 -0.595
H -3.73148 3.41007 0.40983 0.353
H -4.07939 4.84917 0.52148 0.253
O -4.33160 4.18105 0.02759 -0.597
H 1.46306 -5.73898 1.62843 0.182
O 0.73193 -6.29332 1.65200 -0.588
H -2.00744 -6.02025 0.97145 0.259
O -2.35339 -5.59542 1.73254 -0.624
H 0.56876 -3.75026 -1.17703 0.094
H 1.13922 -5.08418 -1.65186 0.285
O 0.54823 -4.38998 -1.81402 -0.471
H -4.08191 2.97968 2.83337 0.186
H -4.01980 4.26932 2.93692 0.299
O -4.09349 3.60820 2.19194 -0.550
H 0.99302 -2.82588 -5.51373 0.410
H 0.51229 -1.38340 -5.73325 0.324
O 0.37184 -2.33229 -6.01009 -0.618
H -4.47026 0.34699 -1.42576 0.315
H -4.34575 1.72430 -2.15184 0.271
O -4.12420 0.80797 -2.26282 -0.639
H -4.76674 -0.41822 -4.01248 0.286
O -5.01813 -1.22508 -4.21395 -0.586
H 5.21002 -0.16529 -2.98607 0.333
H 4.48681 -0.33217 -4.53799 0.290
O 4.89950 -0.90424 -3.79296 -0.660
H -0.16082 -1.35986 5.39331 0.279
H -0.26486 -0.01149 5.86575 0.350
O -0.50056 -0.78769 6.10106 -0.621
H 2.12214 2.64210 3.40664 0.352
H 0.87630 2.19903 4.21837 0.397
O 1.38116 2.98422 4.00930 -0.706
H 3.25601 2.19465 -5.77478 0.287
H 2.30562 1.69934 -4.59083 0.312
O 2.42067 2.37493 -5.29054 -0.590
H -2.20122 2.21443 4.95588 0.275
H -2.11064 1.31783 5.99068 0.375
O -2.60134 2.17259 5.79854 -0.700
H 3.78928 0.54464 1.60946 0.392
H 5.30949 -0.01848 1.93882 0.240
O 4.57445 -0.03455 1.31505 -0.655
H 0.81776 -0.57285 -0.94441 0.083
O 1.10375 0.45459 -0.97760 0.440
H 4.07967 5.50268 0.05696 0.237
H 3.41066 5.61100 1.40986 0.286
O 3.32069 5.27105 0.55626 -0.561
H -0.89585 2.04099 3.86670 0.317
O -0.55066 1.07273 4.23135 -0.594
H 3.58526 -2.84979 -4.58960 0.274
H 3.65927 -3.00292 -3.15377 0.295
O 3.43674 -3.49306 -3.90120 -0.618
H -0.31423 -3.11284 1.43655 0.053
H 0.12033 -3.00311 -0.13429 0.197
O 0.27137 -2.64262 0.90641 -0.259
H 1.57500 -0.19960 1.77882 0.157
H 2.02877 0.48766 0.50469 0.195
O 2.06560 0.56690 1.54966 -0.313
H 0.84609 5.15760 2.06293 0.296
H -0.36848 6.20872 2.13377 0.314
O 0.09713 5.44683 2.53918 -0.581
H 2.81221 4.32763 -3.76424 0.289
H 1.97045 5.50035 -3.19009 0.274
O 1.89120 4.68238 -3.67273 -0.540
H 0.94025 2.56566 -2.06855 -0.115
H 0.31699 2.77679 -3.39376 0.283
O 0.18187 2.91615 -2.36494 -0.287
H 2.92926 -4.99326 1.08412 0.290
H 3.81750 -5.68754 0.07100 0.235
O 3.06722 -5.17568 0.15123 -0.471
H 4.37291 1.43843 -0.42771 0.303
H 3.57150 0.74186 -1.17251 0.313
O 4.36648 1.39648 -1.37052 -0.724
H -1.37598 0.99410 0.94407 0.196
H -2.22071 1.23954 2.31470 0.086
O -1.91484 0.51352 1.60264 -0.409
H 2.22351 -2.24796 -1.22759 0.073
H 3.80290 -2.41918 -1.06926 0.201
O 2.97233 -2.65900 -1.52994 -0.303
H -1.48244 3.62230 1.79018 -0.052
O -1.04966 2.80262 2.17078 0.101
H -2.61124 -0.68855 0.75827 0.469
H -3.63526 -1.89702 0.55602 0.233
O -3.01475 -1.31512 0.09758 -0.485
H 0.38187 0.97355 -1.21865 0.027
H 0.41918 -6.60203 0.71476 0.316
H -0.30072 0.47038 3.62018 0.492
H -1.44955 -5.81164 2.13228 0.338
H -5.66057 -1.35097 -3.44143 0.304
H -0.12342 2.64934 1.80094 0.107
O 0.68961 -3.21782 4.69491 -0.532
H 0.74659 -3.93177 3.98256 0.237
H 1.35037 -3.67789 5.28742 0.265
O -1.36967 0.79894 -1.26768 -0.260
H -1.60539 1.57985 -1.93402 0.084
H -2.08168 0.19522 -1.41625 0.275
O 1.07381 -4.39278 -4.47317 -0.726
H 0.99712 -5.23974 -4.04826 0.279
H 1.93551 -4.06398 -4.16823 0.423
O -0.84433 -2.25611 -1.17592 -0.519
H -0.74808 -2.40454 -2.14011 0.376
H -1.30328 -1.43585 -0.89352 -0.157
O -1.62597 4.66119 -2.71099 -0.673
H -1.80476 3.80587 -2.11194 0.220
H -0.96001 4.36584 -3.23786 0.359
O 2.98143 2.67806 1.24141 -0.400
H 2.73257 3.44304 0.71080 0.370
H 2.20804 3.05779 1.81144 -0.067
O 0.46458 -2.29017 -3.29213 -0.667
H 1.44057 -2.41041 -3.30471 0.142
H 0.22820 -3.12534 -3.92613 0.466
```